(1)
{"formula": "C34H55IN2O7", "method": "ωB97M-V/def2-TZVPD", "homo_lumo_gap_ev": 7.5, "de_lowest_ev": 0.000, "smiles": "C=CC1=C(CCCC)C(=O)c2c(C[C@@H](C)I)cc(C[C@H]3CO3)cc2C1=O.COCCNCCOC.COCCNCCOC", "species": ["C", "C", "C", "C", "C", "C", "C", "C", "C", "O", "C", "C", "C", "C", "C", "I", "C", "C", "C", "C", "C", "O", "C", "C", "C", "O", "H", "H", "H", "H", "H", "H", "H", "H", "H", "H", "H", "H", "H", "H", "H", "H", "H", "H", "H", "H", "H", "H", "H", "H", "H", "C", "O", "C", "C", "N", "C", "C", "O", "C", "H", "H", "H", "H", "H", "H", "H", "H", "H", "H", "H", "H", "H", "H", "H", "C", "O", "C", "C", "N", "C", "C", "O", "C", "H", "H", "H", "H", "H", "H", "H", "H", "H", "H", "H", "H", "H", "H", "H"], "positions_angstrom": [[6.399, 3.126, 6.030], [5.845, 2.913, 4.772], [5.066, 1.624, 4.389], [5.681, 0.484, 3.948], [7.217, 0.400, 3.796], [7.730, -0.045, 2.367], [6.775, 0.287, 1.165], [6.854, 1.780, 0.637], [4.759, -0.745, 3.648], [5.307, -1.830, 3.585], [3.241, -0.580, 3.424], [2.382, -1.567, 2.784], [2.947, -2.929, 2.284], [3.744, -2.815, 0.931], [4.122, -4.296, 0.474], [2.592, -1.922, -0.674], [0.936, -1.321, 2.621], [0.358, -0.079, 3.106], [-1.166, 0.154, 2.950], [-1.243, 1.276, 1.724], [-0.804, 0.671, 0.242], [-2.281, 1.056, 0.741], [1.195, 0.961, 3.739], [2.601, 0.671, 3.887], [3.510, 1.707, 4.582], [3.050, 2.602, 5.257], [5.790, 3.177, 6.971], [7.505, 3.277, 6.174], [5.989, 3.748, 4.030], [7.566, -0.392, 4.524], [7.765, 1.329, 4.085], [8.046, -1.126, 2.344], [8.686, 0.529, 2.180], [5.696, 0.041, 1.328], [7.108, -0.369, 0.308], [5.847, 2.257, 0.802], [7.700, 2.382, 1.047], [6.962, 1.735, -0.486], [2.053, -3.583, 2.055], [3.508, -3.468, 3.090], [4.711, -2.269, 1.051], [5.008, -4.311, -0.206], [4.347, -4.896, 1.404], [3.241, -4.810, 0.000], [0.282, -2.096, 2.149], [-1.659, 0.648, 3.821], [-1.703, -0.733, 2.544], [-0.921, 2.355, 1.967], [-1.227, 0.899, -0.769], [-0.093, 1.592, 0.173], [0.694, 1.895, 4.069], [-2.232, -2.144, -0.445], [-2.126, -3.535, -0.701], [-3.372, -4.143, -1.035], [-3.349, -4.628, -2.478], [-3.359, -3.506, -3.415], [-3.095, -3.903, -4.798], [-1.705, -4.463, -5.111], [-0.659, -3.509, -4.986], [-0.120, -3.372, -3.681], [-1.260, -1.789, -0.102], [-2.498, -1.596, -1.354], [-2.969, -1.946, 0.341], [-4.219, -3.475, -0.853], [-3.486, -5.010, -0.377], [-4.227, -5.256, -2.660], [-2.450, -5.244, -2.605], [-2.653, -2.835, -3.135], [-3.244, -3.012, -5.416], [-3.855, -4.629, -5.107], [-1.705, -4.759, -6.165], [-1.479, -5.373, -4.544], [-0.156, -4.304, -3.113], [-0.637, -2.576, -3.138], [0.924, -3.071, -3.780], [-3.195, 3.638, -0.982], [-3.741, 2.787, -1.978], [-4.767, 1.929, -1.480], [-6.107, 2.292, -2.106], [-6.586, 3.579, -1.608], [-7.740, 4.100, -2.340], [-7.528, 4.483, -3.808], [-6.668, 5.598, -3.991], [-5.287, 5.279, -4.057], [-2.357, 4.180, -1.423], [-3.937, 4.366, -0.640], [-2.823, 3.053, -0.136], [-4.821, 1.943, -0.387], [-4.504, 0.911, -1.785], [-6.839, 1.515, -1.865], [-5.971, 2.313, -3.194], [-5.835, 4.256, -1.673], [-8.072, 4.995, -1.805], [-8.558, 3.374, -2.273], [-8.501, 4.794, -4.202], [-7.211, 3.636, -4.425], [-5.109, 4.294, -4.494], [-4.831, 5.343, -3.067], [-4.800, 6.026, -4.687]], "forces_ev_per_a": [[-0.3, -0.1, -0.3], [0.4, -0.2, 0.9], [-1.5, 0.9, 0.4], [-0.9, 1.5, 0.3], [0.3, -1.4, 0.1], [0.2, 0.3, -0.3], [0.7, -0.1, -0.8], [-0.9, -0.6, -0.6], [0.6, 0.2, 0.0], [-0.5, 0.5, -0.1], [-2.1, 1.2, -0.1], [-0.4, 0.4, 0.5], [-1.3, 0.4, -0.6], [1.0, -1.9, 0.6], [-0.5, 0.1, 0.6], [0.3, 0.1, 0.5], [1.6, 1.8, 1.3], [1.1, -0.5, 0.6], [0.9, 2.1, -2.3], [-2.2, -3.5, -0.8], [0.5, 2.2, 0.6], [2.6, 2.6, 3.0], [0.4, -2.8, -1.1], [0.0, -0.5, -0.4], [0.5, -0.5, -0.5], [0.1, -0.4, -0.4], [0.7, -1.8, -0.7], [-1.3, 1.6, -0.4], [1.0, -1.8, -0.1], [-0.4, 0.8, -0.7], [-1.1, -0.6, -0.1], [-0.7, 1.0, 0.2], [-0.9, -0.6, 0.2], [0.9, 0.0, 0.2], [-0.4, 0.5, 0.9], [1.2, 0.0, 0.1], [-0.8, -0.5, -0.2], [0.0, 0.2, 1.1], [0.8, 0.7, 0.2], [-0.1, 0.7, -0.9], [-1.1, -0.1, -0.1], [-0.8, 0.0, 0.5], [0.1, 0.7, -0.9], [0.9, 0.6, 0.3], [0.8, 0.8, 0.5], [0.4, -0.7, -0.5], [0.4, 0.7, 0.6], [-0.5, -1.7, -0.6], [0.8, -1.7, 0.0], [-1.3, 0.2, -0.3], [0.8, -0.7, 0.0], [0.3, -0.3, 0.1], [-0.3, 0.2, 0.0], [0.2, -0.5, -0.1], [0.1, 0.4, 0.1], [0.0, -0.3, 0.0], [0.1, 0.3, 0.1], [-0.1, 0.1, -0.4], [-0.1, -0.3, 0.2], [0.1, 0.3, -0.2], [0.0, -0.1, -0.1], [-0.1, 0.1, 0.1], [-0.1, 0.1, -0.1], [0.1, 0.1, -0.1], [-0.1, 0.0, 0.0], [0.0, 0.0, 0.0], [-0.1, -0.2, 0.1], [-0.1, 0.0, 0.0], [0.0, -0.1, -0.1], [0.0, -0.1, 0.1], [0.0, 0.0, 0.0], [0.0, 0.1, 0.2], [-0.1, 0.0, 0.0], [0.0, -0.1, 0.2], [0.0, 0.0, -0.1], [0.1, 0.0, -0.1], [0.0, 0.1, 0.4], [-0.2, -0.2, -0.5], [0.3, 0.3, 0.2], [-0.1, -0.2, -0.1], [0.2, 0.2, 0.1], [-0.4, 0.2, 0.1], [0.1, -0.4, -0.1], [-0.1, 0.4, 0.0], [-0.1, 0.0, -0.1], [0.0, 0.0, 0.1], [-0.1, 0.1, 0.0], [0.0, 0.2, 0.0], [0.0, 0.0, 0.0], [0.0, 0.0, 0.0], [0.0, -0.2, 0.0], [0.0, -0.1, 0.0], [-0.1, 0.0, -0.1], [0.1, 0.0, -0.1], [0.0, 0.0, 0.0], [0.2, 0.0, 0.1], [0.0, 0.0, 0.1], [0.1, -0.2, 0.0], [-0.1, 0.0, 0.0]]}


(2)
{"formula": "C34H55MoN4OP2S", "method": "ωB97M-V/def2-TZVPD", "homo_lumo_gap_ev": [5.9, 6.3], "spin_multiplicity": 3, "total_charge": 3, "species": ["C", "C", "C", "C", "C", "H", "H", "H", "N", "P", "P", "C", "H", "H", "C", "O", "C", "H", "C", "C", "C", "C", "C", "H", "H", "H", "C", "H", "H", "H", "C", "H", "H", "H", "C", "H", "H", "H", "C", "H", "H", "H", "C", "H", "H", "H", "C", "H", "H", "H", "C", "H", "H", "H", "C", "H", "H", "H", "C", "H", "H", "H", "C", "H", "H", "H", "C", "H", "H", "H", "Mo", "N", "C", "C", "C", "C", "C", "H", "C", "H", "C", "H", "H", "H", "C", "N", "C", "S", "N", "C", "H", "H", "H", "H", "H", "H", "H", "H"], "positions_angstrom": [[0.505, 1.068, -2.679], [-1.484, 1.969, -1.918], [0.321, 1.725, -3.871], [-1.890, 2.368, -3.190], [-0.882, 2.365, -4.149], [1.135, 1.698, -4.601], [-2.900, 2.807, -3.337], [-1.061, 2.838, -5.108], [-0.358, 1.156, -1.648], [1.738, -1.119, -1.331], [-1.721, 1.727, 0.791], [1.783, 0.277, -2.544], [2.102, -0.145, -3.520], [2.632, 0.939, -2.286], [0.828, -1.087, 1.916], [1.008, -2.212, 2.315], [-2.266, 2.490, -0.803], [-3.322, 2.287, -0.867], [-2.926, 0.804, 2.230], [-1.407, 3.560, 1.236], [1.186, -2.596, -2.418], [3.604, -1.307, -0.881], [-2.457, -0.563, 2.735], [-1.502, -0.542, 3.277], [-3.208, -0.933, 3.460], [-2.382, -1.310, 1.937], [-3.050, 1.703, 3.457], [-2.096, 1.787, 4.000], [-3.430, 2.706, 3.226], [-3.767, 1.246, 4.162], [-4.247, 0.607, 1.511], [-4.950, 0.102, 2.190], [-4.697, 1.549, 1.183], [-4.132, -0.052, 0.640], [-0.798, 3.827, 2.602], [0.048, 3.165, 2.828], [-0.417, 4.858, 2.559], [-1.526, 3.790, 3.416], [-0.404, 4.056, 0.175], [0.515, 3.445, 0.147], [-0.827, 4.058, -0.842], [-0.152, 5.103, 0.375], [-2.823, 4.153, 1.057], [-3.628, 3.432, 0.804], [-3.185, 4.674, 1.947], [-2.778, 4.845, 0.209], [3.713, -2.528, 0.033], [4.710, -2.556, 0.503], [2.966, -2.508, 0.843], [3.600, -3.472, -0.516], [4.046, -0.068, -0.099], [3.965, 0.868, -0.677], [3.484, 0.060, 0.841], [5.114, -0.185, 0.177], [4.548, -1.437, -2.082], [5.586, -1.285, -1.732], [4.535, -2.430, -2.547], [4.366, -0.681, -2.862], [-0.130, -2.273, -3.115], [-0.395, -3.120, -3.788], [-0.964, -2.163, -2.417], [-0.092, -1.361, -3.736], [0.989, -3.795, -1.484], [0.368, -3.546, -0.614], [0.481, -4.592, -2.046], [1.942, -4.209, -1.132], [2.171, -2.948, -3.541], [2.443, -2.081, -4.159], [3.077, -3.445, -3.180], [1.667, -3.664, -4.211], [0.048, -0.096, 0.160], [-1.252, -1.535, -0.148], [-2.005, -2.497, -0.540], [-3.432, -2.330, -1.096], [-4.131, -3.551, -0.942], [-4.126, -1.299, -1.817], [-5.270, -3.852, -1.676], [-3.675, -4.333, -0.334], [-5.340, -1.631, -2.503], [-3.835, -0.230, -1.923], [-5.899, -2.896, -2.459], [-5.608, -4.865, -1.596], [-5.868, -0.876, -3.110], [-6.813, -3.147, -3.014], [4.774, -0.774, 3.895], [3.396, -0.618, 3.428], [2.806, 0.527, 3.104], [1.076, 0.580, 2.490], [3.358, 1.747, 3.245], [4.298, 2.208, 4.278], [5.416, 0.014, 3.487], [5.155, -1.743, 3.552], [4.808, -0.758, 4.993], [2.821, -1.459, 3.296], [2.815, 2.480, 2.775], [5.281, 2.401, 3.840], [3.909, 3.152, 4.676], [4.371, 1.483, 5.087]], "forces_ev_per_a": [[0.9, -0.5, 0.1], [-0.8, -0.4, 1.3], [-0.1, 0.6, -1.0], [0.6, 0.4, 0.1], [-0.3, -0.3, -0.5], [-0.4, 0.1, 0.2], [1.0, -0.2, 0.1], [0.1, -0.1, 0.0], [-0.3, 1.4, -1.3], [1.3, -0.1, -1.1], [0.9, 0.2, 1.6], [0.6, -0.3, -0.3], [-0.4, 0.3, 0.4], [-0.5, -0.1, 0.1], [-2.2, -3.1, -2.9], [0.7, 2.2, 0.6], [-0.4, -5.5, -0.2], [-0.6, 1.1, -0.7], [-0.3, 0.6, -0.5], [0.4, -1.1, 0.5], [0.1, 0.0, 0.2], [-0.4, 0.0, 0.1], [0.5, -0.3, -0.3], [-0.2, 0.1, -0.1], [0.3, 0.3, -0.4], [-0.1, 0.2, 0.2], [-0.1, 0.4, 0.1], [-0.3, 0.0, -0.2], [0.1, -0.3, 0.1], [0.2, 0.1, -0.4], [-0.4, -0.2, -0.1], [0.1, 0.2, -0.2], [0.0, -0.1, 0.1], [0.0, 0.1, 0.1], [0.1, 0.6, 0.3], [-0.2, 0.2, 0.0], [0.0, -0.2, 0.3], [0.3, -0.1, -0.2], [0.0, 0.3, -0.3], [-0.2, 0.3, 0.1], [0.3, 0.1, 0.4], [0.1, -0.2, 0.1], [-0.4, 0.5, -0.1], [0.6, 0.4, 0.4], [0.3, 0.2, -0.1], [-0.3, 0.1, 0.3], [0.2, -0.4, 0.3], [-0.2, 0.1, -0.2], [0.2, -0.1, -0.3], [0.1, 0.3, 0.2], [0.0, 0.4, 0.4], [0.1, -0.3, 0.2], [0.1, -0.1, -0.4], [-0.6, 0.0, -0.2], [0.3, -0.1, -0.4], [-0.4, 0.0, -0.1], [-0.1, 0.4, 0.2], [0.1, -0.2, 0.2], [-0.8, 0.2, -0.4], [0.2, 0.6, 0.4], [0.3, 0.1, -0.4], [0.1, -0.4, 0.1], [0.0, -0.4, 0.0], [0.2, -0.1, -0.2], [0.1, 0.2, 0.2], [-0.4, 0.1, -0.1], [0.2, -0.2, -0.1], [0.0, -0.3, 0.1], [-0.3, 0.2, -0.1], [0.2, 0.2, 0.3], [-0.7, -0.2, 1.3], [-2.7, -4.7, -1.4], [0.9, 8.1, 1.2], [-0.3, -2.0, 0.4], [0.6, -0.2, -0.9], [-0.3, 0.2, -0.7], [0.2, 0.1, 0.8], [-0.1, 0.1, -0.3], [0.9, 1.0, 0.5], [0.4, -1.1, 0.2], [0.0, -0.5, 0.1], [-0.5, -0.3, 0.0], [0.6, -0.2, 0.6], [0.5, 0.2, 0.2], [0.5, -0.2, 0.2], [-1.4, 0.8, -0.5], [1.0, 0.5, 0.3], [1.3, 0.7, 1.1], [-1.4, -0.8, -0.4], [0.3, 0.4, 0.0], [-0.3, -0.2, 0.1], [-0.2, 0.3, 0.1], [0.0, 0.0, -0.3], [0.3, 0.3, 0.2], [0.5, -0.3, 0.4], [-0.1, -0.1, 0.1], [0.1, -0.3, 0.0], [0.0, 0.1, -0.1]]}


The evaluated E for the records listed, in turn: -2261.9346; -2770.7781 Eh.